<one>
Entry from the OMol25 dataset: a 2-piece molecular cluster, C3H6N2O2 overall (wB97M-V/def2-TZVPD).

Each line ends with the Löwdin charge.
Atoms and positions in Å:
O 1.00259 -1.03808 0.54779  0.0651
C -0.01638 -0.56044 0.15466  -0.4994
C -0.44905 0.87092 0.23876  -0.0404
C -1.97790 0.72821 -0.04394  -0.1307
N -2.28963 -0.45484 -0.33028  0.0481
N -1.13705 -1.26790 -0.22704  0.0693
H 0.11300 1.37374 -0.56848  0.1342
H -0.12072 1.24958 1.23313  0.1387
H -2.70885 1.53921 -0.07510  0.1095
H -1.35072 -2.24802 -0.16874  0.1448
O 3.23957 0.18708 -0.39916  -0.0920
H 2.70943 0.27287 0.43138  0.0335
H 2.98572 -0.65233 -0.79299  0.0193

Summary:
Total charge: 0
Frontier orbital gap in Ha: 0.3928
E_LUMO in eV: 0.76
SMILES string: O=C1CC=NN1.O

---

<two>
Entry from the OMol25 dataset: one molecule with the formula C3H6N2O2 (wB97M-V/def2-TZVPD).

Each line ends with the Löwdin charge.
Atoms and positions in Å:
O 2.08160 0.27083 -0.07694  0.0288
N 0.83790 0.28293 -0.51835  -0.1829
C 0.21882 1.41615 -0.08520  -0.1471
N -1.09703 1.62368 -0.09945  0.0992
O -1.76861 0.35428 -0.47987  -0.1347
C -1.23869 -0.63261 0.31090  -0.2363
C 0.09672 -0.93150 -0.37678  -0.1342
H 2.07089 0.29886 0.85105  0.0848
H 0.74638 2.32324 0.07759  0.1264
H -0.93759 -0.41513 1.41728  0.1555
H -1.81957 -1.55101 0.25419  0.1234
H -0.00013 -1.32945 -1.26989  0.0674
H 0.80931 -1.71028 -0.00452  0.1497

Summary:
Total charge: 0
Frontier orbital gap in Ha: 0.3608
E_LUMO in eV: 0.57
SMILES string: ON1C=NOCC1

---

<three>
Entry from the OMol25 dataset: C3H6N2O2 as an isolated structure (wB97M-V/def2-TZVPD).

Each line ends with the Löwdin charge.
Atoms and positions in Å:
C -0.03009 -1.30269 0.54219  -0.5120
C 0.50041 0.53879 0.47788  -0.4550
C -0.72446 -0.10380 -1.73759  0.0188
N 0.59757 -0.52965 1.43507  0.1896
N 0.02782 -0.31643 -0.44926  0.0031
O -0.44647 -2.44640 0.58235  0.1023
O 1.51043 1.40614 0.16817  0.0342
H -1.07557 1.85893 1.53508  0.0460
H -1.89693 -0.31895 -1.63431  0.1354
H -0.45411 0.90141 -1.97332  0.0683
H -0.35260 -0.81429 -2.48837  0.0820
H 0.60448 -0.57346 2.39332  0.1168
H 1.73952 1.70040 1.14879  0.1706

Summary:
Total charge: 0
Frontier orbital gap (alpha / beta) in Ha: 0.3454 / 0.2772
E_LUMO (alpha / beta) in eV: 0.09 / -0.37

---

Most stable: <one>

---

<one>
Entry from the OMol25 dataset: one molecule with the formula C3H6N2O2 (wB97M-V/def2-TZVPD).

Each line ends with the Löwdin charge.
Atoms and positions in Å:
H -0.82906 -2.11819 -1.77723  0.0535
N -0.58171 -1.31411 -1.21148  0.1010
C -1.60480 -0.86032 -0.61306  -0.3074
O -1.57521 0.21237 0.16690  -0.0370
C -0.43177 1.01590 0.13625  -0.1342
C 0.79384 0.68130 0.62445  -0.4440
N 1.35518 -0.53400 0.81888  0.1662
O 1.53755 1.75799 0.97616  0.0560
H -2.62416 -1.25312 -0.64136  0.1347
H -0.46556 1.80206 -0.61091  0.1227
H 2.30690 -0.57666 1.15442  0.1099
H 1.06529 -1.21694 0.12535  0.0722
H 0.79843 2.39052 1.05603  0.1065

Summary:
Total charge: 0
Frontier orbital gap in Ha: 0.3235
E_LUMO in eV: 0.95
SMILES string: [H]/N=C/O/C=C(\N)O

---

<two>
Entry from the OMol25 dataset: one molecule with the formula C3H6N2O2 (wB97M-V/def2-TZVPD).

Each line ends with the Löwdin charge.
Atoms and positions in Å:
C -1.91372 -0.07598 0.24012  -0.0411
N -0.60792 -0.02559 -0.24302  -0.1932
O -0.09292 -1.20172 -0.63244  0.0472
C 0.22846 0.99514 -0.06225  -0.1437
N 1.52277 1.14667 -0.21571  0.1023
C 2.30676 -0.00925 -0.09570  -0.2539
O 1.89841 -1.05658 0.43275  -0.0096
H -2.05976 -0.67808 1.14855  0.1091
H -2.66537 -0.45193 -0.55421  0.1325
H -2.25243 0.89026 0.45168  0.0674
H 0.68403 -1.36592 -0.14199  -0.0498
H -0.40651 1.82918 -0.00612  0.1174
H 3.35820 0.00379 -0.32166  0.1156

Summary:
Total charge: 0
Frontier orbital gap in Ha: 0.3618
E_LUMO in eV: 0.46
SMILES string: CN(O)/C=N\C=O

---

Most stable: <one>

---

<one>
Entry from the OMol25 dataset: one molecule with the formula C3H6N2O2 (wB97M-V/def2-TZVPD).

Each line ends with the Löwdin charge.
Atoms and positions in Å:
N -0.53388 0.97166 1.16497  0.1202
C 0.14859 1.20956 -0.06377  -0.5032
O -0.00604 2.24992 -0.67730  0.0723
C 0.46083 -0.12616 -0.65399  -0.2418
N 1.26153 -0.94482 0.27524  0.0281
C -1.10052 -0.74758 -0.51911  -0.1632
O -2.20868 -0.25642 -0.62617  0.0620
H -0.27229 0.19633 1.76335  0.0924
H -1.21667 1.67482 1.41778  0.1129
H 0.85924 -0.05404 -1.66654  0.1418
H 1.44128 -1.86090 -0.12873  0.0771
H 2.15757 -0.49214 0.45359  0.0889
H -0.99095 -1.82022 -0.73931  0.1127

Summary:
Total charge: 0
Frontier orbital gap in Ha: 0.3764
E_LUMO in eV: 0.48
SMILES string: NC(=O)[C@@H](N)C=O

---

<two>
Entry from the OMol25 dataset: one molecule with the formula C3H6N2O2 (wB97M-V/def2-TZVPD).

Each line ends with the Löwdin charge.
Atoms and positions in Å:
H 0.75278 2.28280 -0.18039  0.0620
N 1.28936 1.44635 0.11300  0.1180
C 0.59177 0.35775 -0.01091  -0.3363
N 1.09613 -1.02321 0.11247  -0.0762
O 2.49072 -1.00089 0.13016  -0.1104
C -0.92961 0.36554 -0.33094  -0.2422
C -1.80191 -0.27202 0.61677  -0.0991
O -1.30931 -0.96895 -0.49291  -0.0495
H 0.57724 -1.57125 -0.67709  0.1711
H 2.51858 -0.11607 -0.55792  0.1689
H -1.08529 1.22467 -0.92445  0.1298
H -1.31801 -0.53532 1.61940  0.1513
H -2.87245 -0.18941 0.58280  0.1126

Summary:
Total charge: 0
Frontier orbital gap in Ha: 0.3774
E_LUMO in eV: 0.76
SMILES string: [H]/N=C(/NO)[C@@H]1CO1

---

<three>
Entry from the OMol25 dataset: one molecule with the formula C3H6N2O2 (wB97M-V/def2-TZVPD).

Each line ends with the Löwdin charge.
Atoms and positions in Å:
C -0.69868 -0.03544 0.20946  -0.4398
C 1.58425 0.10358 0.46799  -0.2211
C -1.99129 0.60502 -0.10065  -0.0010
N 0.34554 0.71750 0.35684  0.1154
N 0.65513 -1.92679 0.09391  0.0194
O -0.63240 -1.33242 0.03197  -0.0926
O 2.49029 0.49531 -0.41346  0.0635
H 2.02208 -0.45465 1.34185  0.1467
H -2.44047 1.10577 0.78183  0.0950
H -2.63676 -0.18490 -0.47062  0.0851
H -1.88497 1.53255 -0.72446  0.1071
H 1.05811 -1.94298 -0.80090  0.0029
H 2.12918 1.31746 -0.77375  0.1195

Summary:
Total charge: 0
Frontier orbital gap (alpha / beta) in Ha: 0.3259 / 0.3259
E_LUMO (alpha / beta) in eV: 0.56 / 0.56

---

<four>
Entry from the OMol25 dataset: one molecule with the formula C3H6N2O2 (wB97M-V/def2-TZVPD).

Each line ends with the Löwdin charge.
Atoms and positions in Å:
H -0.15728 2.48769 0.22377  0.0905
N -0.97900 1.80803 0.05587  0.1016
C -0.60173 0.51906 0.03567  -0.4029
N -1.37528 -0.48967 -0.10980  -0.0831
O -2.67270 -0.16349 -0.28019  -0.0570
C 0.95299 0.37942 -0.06277  -0.3375
C 1.64235 -0.98194 -0.00273  -0.0485
O 1.59482 1.41185 -0.26586  0.0584
H -1.27151 -1.42852 0.45555  0.2176
H -2.63295 0.80627 0.22628  0.1586
H 1.53365 -1.70675 0.89147  0.1013
H 1.22636 -1.70772 -0.80194  0.0964
H 2.74027 -0.93423 -0.36533  0.1045

Summary:
Total charge: 0
Frontier orbital gap in Ha: 0.3406
E_LUMO in eV: 0.03
SMILES string: [H]/N=C(/NO)C(C)=O

---

Most stable: <one>

---

<one>
Entry from the OMol25 dataset: one molecule with the formula C3H6N2O2 (wB97M-V/def2-TZVPD).

Each line ends with the Löwdin charge.
Atoms and positions in Å:
N 1.78848 -0.25650 0.22615  0.1315
C 0.37938 -0.41021 0.36578  -0.5629
N -0.38818 -0.44752 -0.90680  0.1149
C -1.04243 0.71998 -1.23153  -0.3395
O -1.07462 1.71247 -0.53429  0.0147
C -0.44452 0.20463 1.39637  -0.0608
O 0.05241 -1.15855 1.50282  0.0164
H 2.28935 -1.10319 0.48523  0.0919
H 2.01180 0.00586 -0.72249  0.0801
H -0.39492 -1.16390 -1.62950  0.1398
H -1.57232 0.70577 -2.20127  0.1323
H -0.09349 0.99934 2.05293  0.1298
H -1.51094 0.19183 1.19660  0.1117

Summary:
Total charge: 0
Frontier orbital gap in Ha: 0.3766
E_LUMO in eV: 0.72
SMILES string: N[C@]1(NC=O)CO1

---

<two>
Entry from the OMol25 dataset: a 2-piece molecular cluster, C3H6N2O2 overall (wB97M-V/def2-TZVPD).

Each line ends with the Löwdin charge.
Atoms and positions in Å:
C -0.40907 2.13049 -0.90653  0.1474
O 1.10308 0.99124 -0.21143  -0.0153
C 0.32107 0.03473 0.06061  -0.6314
N -0.93602 0.23905 -0.18545  0.1096
N 0.89544 -1.12386 0.58234  0.1377
C 0.24556 -2.28293 0.93404  -0.3183
O 0.80344 -3.25525 1.38350  0.0478
H 0.31148 2.87739 -0.59447  0.0566
H -1.41878 2.36172 -0.59172  0.0460
H -0.32313 1.82855 -1.94222  0.0657
H -1.64695 -0.46122 -0.00592  0.0683
H 1.89828 -1.10322 0.71476  0.1580
H -0.84441 -2.23669 0.76251  0.1280

Summary:
Total charge: 0
Frontier orbital gap in Ha: 0.3665
E_LUMO in eV: 0.07

---

Most stable: <one>